[1]
# C2H3O2P

A 2-piece molecular cluster, C2H3O2P overall at a distorted geometry (ωB97M-V/def2-TZVPD, OMol25).

Output
Energy relative to the best compared isomer or geometry (same formula, charge and spin) in kcal per mole: 73.2
Total energy in eV: -15502.769
Largest force on an atom in eV/Å: 2.82

Each atom is followed by the atoms it is bonded to, with distances in Å.
Positions of all 8 atoms, in Å:
1 O 1.54411 -0.87938 -0.60795  C6 1.188
2 O -2.04673 -0.13937 0.24207  C8 1.168
3 P 0.41462 1.45374 -0.23222  H5 1.354, C6 1.802
4 H -1.34872 -1.27243 -1.20932  C8 1.125
5 H -0.19163 1.53948 0.97503  P3 1.354
6 C 1.28467 -0.05997 0.21174  O1 1.188, P3 1.802, H7 1.124
7 H 1.62905 -0.33028 1.24702  C6 1.124
8 C -1.28537 -0.31180 -0.62637  O2 1.168, H4 1.125

---

[2]
# C2H3O2P

One molecule with the formula C2H3O2P at a distorted geometry (ωB97M-V/def2-TZVPD, OMol25).

Output
SMILES: O=CCP=O
Energy relative to the best compared isomer or geometry (same formula, charge and spin) in kcal per mole: 21.1
Total energy in eV: -15505.027
Largest force on an atom in eV/Å: 3.34

Each atom is followed by the atoms it is bonded to, with distances in Å.
Positions of all 8 atoms, in Å:
1 P 1.74310 -0.11699 -0.09840  O2 1.467, C5 1.884
2 O 2.30725 -0.80342 1.06860  P1 1.467
3 H -0.67760 -1.29536 -0.00707  C5 1.163
4 O -0.23525 1.58570 0.77081  C7 1.186
5 C -0.09173 -0.38505 -0.43287  P1 1.884, H3 1.163, C7 1.456, H8 1.086
6 H -2.00632 0.68831 0.00564  C7 1.217
7 C -0.80532 0.71368 0.20315  O4 1.186, C5 1.456, H6 1.217
8 H -0.23412 -0.38687 -1.50987  C5 1.086

---

[3]
# C2H3O2P4

An isolated ion of composition C2H3O2P4 and charge -1 at a distorted geometry (ωB97M-V/def2-TZVPD, OMol25).

Output
SMILES: [O-][P@@]12=P(=P#P=C1)[C@@H]2O
Energy relative to the best compared isomer or geometry (same formula, charge and spin) in kcal per mole: 29.1
Charge: -1
Total energy in eV: -43373.008
Largest force on an atom in eV/Å: 3.77

Each atom is followed by the atoms it is bonded to, with distances in Å.
Positions of all 11 atoms, in Å:
1 P -0.64953 -1.66580 0.52721  P2 2.210, C7 1.973, P9 2.259
2 P -2.56493 -0.58972 0.76516  P1 2.210, P3 2.156
3 P -2.08691 1.50380 0.95418  P2 2.156, C5 1.797
4 O 2.16801 0.12077 0.66678  P9 1.467
5 C -0.29536 1.57125 0.82954  P3 1.797, P9 1.772, H11 1.199
6 H 1.95573 -1.23944 -1.07710  O8 1.056
7 C 0.12832 -0.69158 -1.00152  P1 1.973, O8 1.415, P9 1.840, H10 1.158
8 O 1.15716 -1.29204 -1.76572  H6 1.056, C7 1.415
9 P 0.70723 0.13996 0.53410  P1 2.259, O4 1.467, C5 1.772, C7 1.840
10 H -0.73626 -0.41154 -1.71966  C7 1.158
11 H 0.21654 2.55435 1.28703  C5 1.199

---

[4]
# C2H3O2S

A 2-piece molecular cluster, C2H3O2S overall at a distorted geometry (ωB97M-V/def2-TZVPD, OMol25).

Output
Energy relative to the best compared isomer or geometry (same formula, charge and spin) in kcal per mole: 26.9
⟨S²⟩: 2.01
Multiplicity: 3
Charge: -1
Total energy in eV: -17048.769
Largest force on an atom in eV/Å: 4.35

Each atom is followed by the atoms it is bonded to, with distances in Å.
Positions of all 8 atoms, in Å:
1 H 0.10578 -0.59786 -0.91341  C4 1.039
2 C 2.21904 1.01140 1.01019  S3 1.836, O7 1.147
3 S 1.44971 -0.65381 1.08084  C2 1.836, C4 1.658
4 C 0.09596 -0.66531 0.12367  H1 1.039, S3 1.658, H5 1.026
5 H -0.79700 -0.46962 0.58901  C4 1.026
6 O 0.83984 2.53842 -0.05153  H8 0.945
7 O 3.20360 1.37012 1.47626  C2 1.147
8 H 0.21789 1.93802 0.32990  O6 0.945

---

[5]
# C2H3O2S2

An isolated ion of composition C2H3O2S2 and charge -1 at a distorted geometry (ωB97M-V/def2-TZVPD, OMol25).

Output
SMILES: C=CS(=O)(=O)[S-]
Energy relative to the best compared isomer or geometry (same formula, charge and spin) in kcal per mole: 37.5
Charge: -1
Total energy in eV: -27888.253
Largest force on an atom in eV/Å: 3.09

Each atom is followed by the atoms it is bonded to, with distances in Å.
Positions of all 9 atoms, in Å:
1 C -0.20757 -0.23140 0.78111  S2 1.890, C4 1.295, H6 1.030
2 S 0.63137 -1.35103 2.05118  C1 1.890, O5 1.478, O8 1.455, S9 1.985
3 H -0.54382 0.42554 -1.16736  C4 1.106
4 C 0.17409 0.01641 -0.43171  C1 1.295, H3 1.106, H7 1.089
5 O 2.04343 -1.25238 1.62458  S2 1.478
6 H -1.22203 -0.07094 0.85379  C1 1.030
7 H 1.07162 -0.31511 -0.95243  C4 1.089
8 O 0.27532 -0.90550 3.39018  S2 1.455
9 S -0.43181 -2.98809 1.69274  S2 1.985

---

[6]
# C2H3O2S2

A 2-piece molecular cluster, C2H3O2S2 overall at a distorted geometry (ωB97M-V/def2-TZVPD, OMol25).

Output
Energy relative to the best compared isomer or geometry (same formula, charge and spin) in kcal per mole: 26.0
Charge: -1
Total energy in eV: -27888.751
Largest force on an atom in eV/Å: 4.51

Each atom is followed by the atoms it is bonded to, with distances in Å.
Positions of all 9 atoms, in Å:
1 C -0.11309 -1.13615 -0.36723  H2 1.154, S3 1.626, H5 1.092
2 H -0.73304 -1.50538 -1.26777  C1 1.154
3 S -0.08305 -2.09481 0.94531  C1 1.626
4 S 1.41108 1.89636 -1.38611  H7 1.413, C8 2.262
5 H 0.40346 -0.17555 -0.30643  C1 1.092
6 O 1.56300 1.26881 1.29848  C8 1.146
7 H 0.28365 2.36182 -2.09942  S4 1.413
8 C 0.66564 1.71281 0.74149  S4 2.262, O6 1.146, O9 1.164
9 O -0.42637 2.11187 0.68856  C8 1.164

---

[7]
# C2H3O3

A 2-piece molecular cluster, C2H3O3 overall at a distorted geometry (ωB97M-V/def2-TZVPD, OMol25).

Output
Energy relative to the best compared isomer or geometry (same formula, charge and spin) in kcal per mole: 34.8
Charge: -1
Total energy in eV: -8264.923
Largest force on an atom in eV/Å: 3.68

Each atom is followed by the atoms it is bonded to, with distances in Å.
Positions of all 8 atoms, in Å:
1 O 1.98983 -0.62489 0.47813  C8 1.218
2 O -1.41816 1.30918 0.51734  C6 1.196
3 H 1.14984 1.00747 -0.26116  C8 1.086
4 H -0.44006 -0.27992 -0.06572  C6 1.203
5 H 1.17815 -0.66166 -1.25531  C8 1.114
6 C -1.48645 0.12402 0.36883  O2 1.196, H4 1.203, O7 1.192
7 O -2.21951 -0.80144 0.53029  C6 1.192
8 C 1.24636 -0.07275 -0.31241  O1 1.218, H3 1.086, H5 1.114

---

[8]
# C2H3O3PS

An isolated ion of composition C2H3O3PS and charge -2 at a distorted geometry (ωB97M-V/def2-TZVPD, OMol25).

Output
Energy relative to the best compared isomer or geometry (same formula, charge and spin) in kcal per mole: 91.8
Charge: -2
Total energy in eV: -28386.605
Largest force on an atom in eV/Å: 3.15

Each atom is followed by the atoms it is bonded to, with distances in Å.
Positions of all 10 atoms, in Å:
1 S -1.42297 -0.17416 -0.25398  C3 1.896, C8 1.975
2 O 1.98425 1.54058 0.52215  P6 1.484
3 C -2.56080 0.01445 1.25054  S1 1.896, H4 1.075, H7 1.144
4 H -2.16665 0.87616 1.75760  C3 1.075
5 O 2.72010 0.46666 -1.78781  P6 1.534
6 P 1.80482 0.53956 -0.55892  O2 1.484, O5 1.534, C8 1.782, O10 1.670
7 H -2.41506 -0.85063 1.98543  C3 1.144
8 C 0.40649 -0.50275 -0.92251  S1 1.975, P6 1.782, H9 1.133, O10 1.427
9 H 0.24507 -0.91774 -1.96460  C8 1.133
10 O 1.40475 -0.99213 -0.02788  P6 1.670, C8 1.427